4 unconnected molecules or ions with the total composition C6H16O3 at a distorted geometry. Source: OMol25; level of theory: the ωB97M-V functional and the def2-TZVPD basis.

Structure (SMILES) = C=C(C)C(=C)C.O.O.O
Relative energy (zero: lowest compared OMol25 entry of this formula, charge and spin) = 121.7 kJ/mol
Maximum force = 1.11 eV/A
Kohn-Sham gap = 9.69 eV

The geometry in XYZ format:
```
25
C6H16O3 the ωB97M-V functional and the def2-TZVPD basis
C 0.193 -1.424 1.477
C 0.654 -0.379 0.805
C 1.955 -0.388 0.023
C -0.016 0.943 0.901
C -0.026 1.633 2.035
C -0.738 1.393 -0.343
H -0.667 -1.294 2.108
H 0.527 -2.453 1.498
H 2.085 0.395 -0.722
H 2.164 -1.245 -0.631
H 2.707 -0.427 0.811
H -0.679 2.477 2.221
H 0.596 1.377 2.887
H -1.807 1.179 -0.360
H -0.260 0.861 -1.168
H -0.722 2.474 -0.490
O -1.426 -2.704 -1.121
H -1.277 -2.696 -2.070
H -0.907 -1.997 -0.713
O 2.620 2.132 -2.248
H 3.299 1.455 -2.248
H 1.759 1.792 -2.489
O -3.137 -0.756 -0.069
H -4.018 -0.716 0.299
H -2.880 -1.631 -0.393
```

---

2 unconnected molecules or ions with the total composition C2H4N6 at a distorted geometry. Source: OMol25; level of theory: the ωB97M-V functional and the def2-TZVPD basis.

Relative energy (zero: lowest compared OMol25 entry of this formula, charge and spin) = 615.9 kJ/mol
Maximum force = 8.14 eV/A
Kohn-Sham gap = 9.01 eV

The geometry in XYZ format:
```
12
C2H4N6 the ωB97M-V functional and the def2-TZVPD basis
C 0.439 1.120 0.001
C -1.425 0.066 0.011
H 2.761 1.265 -0.321
H 2.926 0.139 1.219
H 1.055 2.054 -0.433
H -2.953 -0.884 0.655
N 2.632 -0.125 0.101
N 1.196 -0.067 0.432
N -0.896 1.197 -0.499
N -2.590 0.072 0.486
N -0.633 -1.267 -0.335
N 0.596 -1.193 -0.354
```

---

A single ClHNO2P molecule at a distorted geometry. Source: OMol25; level of theory: the ωB97M-V functional and the def2-TZVPD basis.

Relative energy (zero: lowest compared OMol25 entry of this formula, charge and spin) = 5.3 kJ/mol
Maximum force = 3.43 eV/A
Kohn-Sham gap (spin up / spin down) = 7.83 / 8.53 eV

The geometry in XYZ format:
```
6
ClHNO2P the ωB97M-V functional and the def2-TZVPD basis
N -0.831 -0.406 -0.038
O -0.588 -1.616 -0.205
O 0.420 1.960 -0.421
P 0.532 0.711 0.297
Cl 2.105 -0.394 -0.096
H -1.637 -0.255 0.464
```

---

A molecular structure, C2H9N3 at a distorted geometry. Source: OMol25; level of theory: the ωB97M-V functional and the def2-TZVPD basis.

Relative energy (zero: lowest compared OMol25 entry of this formula, charge and spin) = 449.9 kJ/mol
Maximum force = 5.77 eV/A
Kohn-Sham gap = 7.26 eV

The geometry in XYZ format:
```
14
C2H9N3 the ωB97M-V functional and the def2-TZVPD basis
C -1.515 0.533 -0.047
C 2.347 -0.106 0.244
N -0.725 0.645 -1.120
N 0.919 -0.305 0.430
N -2.522 -0.457 -0.081
H -0.226 1.535 -1.085
H 0.659 -1.179 -0.031
H -2.374 -1.099 -0.851
H -2.620 -0.980 0.780
H -1.840 1.452 0.464
H -0.304 0.144 0.711
H 2.634 -0.238 -0.807
H 2.928 -0.838 0.822
H 2.641 0.894 0.572
```

---

19 unconnected molecules or ions with the total composition C57H133N19O19 at a distorted geometry. Source: OMol25; level of theory: the ωB97M-V functional and the def2-TZVPD basis.

Relative energy (zero: lowest compared OMol25 entry of this formula, charge and spin) = 499.1 kJ/mol
Maximum force = 5.66 eV/A
Kohn-Sham gap = 8.67 eV

The geometry in XYZ format:
```
228
C57H133N19O19 the ωB97M-V functional and the def2-TZVPD basis
C -6.870 -2.017 1.463
C -5.552 -2.810 1.621
O -5.447 -4.000 1.312
N -4.648 -2.142 2.316
C -3.340 -2.636 2.647
H -6.648 -0.953 1.383
H -7.349 -2.218 2.421
H -7.506 -2.297 0.623
H -5.126 -1.489 2.921
H -3.311 -2.659 3.737
H -2.576 -2.067 2.117
H -3.188 -3.676 2.358
C 2.658 -1.642 5.629
C 3.064 -0.534 4.578
O 3.551 -0.856 3.498
N 2.859 0.780 4.918
C 2.615 1.830 3.869
H 3.564 -2.072 6.057
H 2.081 -2.410 5.114
H 2.092 -1.277 6.486
H 2.578 1.083 5.839
H 1.696 2.381 4.074
H 2.646 1.575 2.810
H 3.411 2.562 4.007
C 0.530 -4.579 -3.529
C -0.275 -5.628 -2.725
O -1.485 -5.603 -2.851
N 0.434 -6.670 -2.174
C -0.152 -7.883 -1.898
H 1.016 -5.007 -4.405
H 1.396 -4.341 -2.912
H -0.107 -3.720 -3.738
H 1.303 -6.345 -1.776
H -0.006 -7.911 -0.818
H 0.543 -8.671 -2.187
H -1.197 -7.887 -2.210
C -4.512 1.059 1.193
C -4.743 1.058 -0.286
O -3.780 0.606 -0.961
N -5.939 1.527 -0.791
C -6.308 1.597 -2.196
H -3.902 1.926 1.444
H -4.153 0.075 1.492
H -5.445 1.236 1.728
H -6.340 2.287 -0.261
H -6.980 2.412 -2.467
H -6.917 0.694 -2.251
H -5.527 1.546 -2.954
C -2.290 3.895 5.027
C -0.949 4.144 5.663
O -0.061 3.327 5.548
N -0.815 5.374 6.202
C 0.487 5.882 6.739
H -2.211 3.021 4.380
H -2.696 4.682 4.391
H -3.029 3.650 5.789
H -1.542 6.071 6.279
H 0.329 6.949 6.899
H 1.302 5.761 6.025
H 0.918 5.366 7.597
C 6.734 4.257 3.676
C 6.088 3.715 2.368
O 5.477 4.502 1.674
N 6.254 2.424 2.147
C 5.741 1.671 1.034
H 7.822 4.235 3.606
H 6.375 3.582 4.453
H 6.463 5.305 3.799
H 6.623 1.834 2.879
H 5.754 0.595 1.205
H 6.465 1.593 0.223
H 4.728 1.885 0.692
C -1.582 -2.268 -0.965
C -0.457 -1.713 -0.006
O 0.409 -2.490 0.370
N -0.561 -0.415 0.420
C 0.361 0.282 1.234
H -1.592 -1.584 -1.814
H -2.594 -2.184 -0.568
H -1.411 -3.263 -1.376
H -1.298 0.125 -0.011
H 0.515 1.237 0.731
H 1.303 -0.263 1.298
H 0.003 0.734 2.160
C 4.517 -6.113 -1.732
C 5.944 -6.176 -2.310
O 6.193 -7.070 -3.006
N 6.822 -5.278 -1.823
C 8.145 -5.179 -2.433
H 4.282 -5.160 -1.259
H 4.326 -6.837 -0.939
H 3.825 -6.295 -2.554
H 6.516 -4.787 -0.994
H 8.154 -4.349 -3.139
H 8.479 -6.010 -3.054
H 8.986 -4.942 -1.781
C -0.261 9.461 -1.938
C -0.876 8.224 -1.161
O -2.053 8.386 -0.966
N -0.225 7.159 -0.813
C -0.706 6.185 0.076
H -0.165 9.162 -2.981
H 0.786 9.521 -1.643
H -0.895 10.349 -1.937
H 0.781 7.199 -0.896
H 0.058 5.434 0.281
H -1.609 5.762 -0.362
H -1.050 6.614 1.017
C -1.123 -1.838 -6.258
C -1.999 -0.924 -5.479
O -1.867 0.273 -5.624
N -2.920 -1.449 -4.691
C -3.885 -0.854 -3.813
H -0.528 -2.506 -5.635
H -0.409 -1.296 -6.879
H -1.784 -2.385 -6.931
H -2.972 -2.451 -4.809
H -3.524 0.151 -3.594
H -3.969 -1.396 -2.871
H -4.900 -0.792 -4.204
C 5.764 -3.993 2.893
C 5.279 -3.420 1.508
O 5.932 -3.862 0.565
N 4.259 -2.558 1.488
C 3.818 -1.927 0.285
H 6.744 -4.467 2.937
H 5.162 -4.856 3.181
H 5.568 -3.333 3.738
H 3.849 -2.076 2.275
H 2.983 -2.341 -0.280
H 4.607 -1.932 -0.467
H 3.673 -0.869 0.506
C 3.233 4.528 -4.632
C 1.812 4.727 -4.086
O 1.115 5.711 -4.259
N 1.397 3.821 -3.229
C 0.146 3.931 -2.520
H 3.867 5.323 -4.240
H 3.356 4.454 -5.713
H 3.646 3.568 -4.321
H 1.939 3.034 -2.902
H -0.687 3.981 -3.221
H 0.211 4.881 -1.988
H -0.132 3.055 -1.935
C -5.701 -0.851 5.733
C -4.671 -0.191 4.901
O -5.004 0.567 4.027
N -3.452 -0.597 5.232
C -2.212 0.060 4.765
H -5.435 -0.707 6.780
H -5.529 -1.872 5.394
H -6.724 -0.514 5.562
H -3.382 -1.157 6.070
H -1.606 -0.602 4.146
H -1.609 0.531 5.540
H -2.335 0.937 4.130
C -2.047 -6.073 1.302
C -0.951 -5.746 2.361
O -1.049 -6.464 3.342
N -0.043 -4.803 2.131
C 0.921 -4.229 3.055
H -2.044 -5.285 0.550
H -2.979 -6.173 1.858
H -1.743 -7.000 0.816
H -0.007 -4.497 1.170
H 0.736 -4.668 4.035
H 0.679 -3.172 3.156
H 2.006 -4.333 3.023
C -7.666 -3.998 -2.046
C -6.768 -5.202 -2.203
O -6.912 -5.951 -3.124
N -5.917 -5.388 -1.142
C -4.841 -6.426 -0.983
H -8.505 -4.209 -1.384
H -8.118 -3.634 -2.970
H -7.036 -3.230 -1.598
H -5.915 -4.774 -0.340
H -4.879 -6.646 0.083
H -3.891 -6.195 -1.465
H -5.086 -7.402 -1.404
C 4.220 8.454 -2.070
C 3.646 7.282 -1.275
O 2.818 7.417 -0.371
N 4.112 6.108 -1.744
C 3.790 4.825 -1.237
H 4.380 9.269 -1.365
H 3.611 8.722 -2.933
H 5.205 8.161 -2.433
H 4.852 6.086 -2.432
H 4.297 4.019 -1.769
H 2.702 4.788 -1.170
H 3.895 4.825 -0.152
C 2.814 5.782 3.251
C 2.263 7.169 3.364
O 1.780 7.667 4.349
N 2.320 7.823 2.195
C 1.725 9.117 1.834
H 2.764 5.307 4.231
H 3.884 5.667 3.076
H 2.214 5.347 2.451
H 2.766 7.337 1.430
H 1.265 9.606 2.693
H 1.067 9.123 0.965
H 2.481 9.896 1.741
C -4.099 -6.664 -4.923
C -4.433 -5.309 -5.515
O -3.655 -4.380 -5.501
N -5.717 -5.074 -5.987
C -6.256 -3.705 -6.066
H -3.593 -6.548 -3.965
H -3.471 -7.197 -5.637
H -4.981 -7.199 -4.571
H -6.473 -5.742 -5.953
H -7.274 -3.681 -6.455
H -5.598 -2.981 -6.546
H -6.397 -3.323 -5.055
C 0.953 -0.347 -3.144
C 2.261 0.349 -2.854
O 2.355 1.389 -2.069
N 3.208 -0.088 -3.606
C 4.613 0.409 -3.554
H 0.699 -1.195 -2.509
H 0.923 -0.687 -4.180
H 0.221 0.400 -2.839
H 3.085 -0.996 -4.031
H 4.949 0.575 -2.531
H 4.849 1.180 -4.288
H 5.266 -0.417 -3.837
```

---

A molecular structure, C9H8GdN2O4 at a distorted geometry. Source: OMol25; level of theory: the ωB97M-V functional and the def2-TZVPD basis.

Expectation value of S² = 16.04
Spin multiplicity = 8
Relative energy (zero: lowest compared OMol25 entry of this formula, charge and spin) = 0.0 kJ/mol
Maximum force = 6.47 eV/A
Net charge = +3
Kohn-Sham gap (spin up / spin down) = 6.95 / 4.57 eV

The geometry in XYZ format:
```
24
C9H8GdN2O4 the ωB97M-V functional and the def2-TZVPD basis
Gd 0.057 -0.845 -1.497
C 0.137 0.085 1.072
O 0.073 0.787 1.980
C 0.059 1.630 -1.050
O 0.044 2.690 -0.617
C -2.003 -0.121 -0.275
O -2.809 0.213 0.486
C 2.274 0.092 -0.434
O 2.905 0.683 0.322
C 0.011 -1.556 -3.742
H 0.937 -2.156 -3.783
H -0.922 -2.147 -3.748
C 0.010 -0.181 -3.981
H -0.908 0.355 -4.269
H 0.919 0.355 -4.299
N -1.196 -3.079 0.707
C -0.737 -3.867 1.680
C 0.644 -3.942 1.519
C 0.972 -3.138 0.439
N -0.182 -2.574 -0.074
H -2.166 -2.788 0.564
H -1.384 -4.372 2.385
H 1.334 -4.501 2.126
H 1.947 -2.938 0.012
```

---

- The lowest maximum force belongs to which entry?
  C6H16O3